(1)
Here is one molecule with the formula C17H34BI2NO5 from OMol25. Energies are from ωB97M-V/def2-TZVPD.

The geometry in XYZ format:
```
60
Properties=species:S:1:pos:R:3:mulliken_charge:R:1
C 1.670 -2.588 2.987 -0.764
O 2.592 -2.054 2.042 -0.638
B 2.309 -0.869 1.415 1.091
O 1.385 0.026 1.933 -0.595
C 2.993 -0.528 0.026 -0.397
N 1.977 -0.029 -0.907 -0.142
C 1.239 -1.054 -1.630 -0.573
C -0.169 -0.580 -2.001 -0.469
C -1.202 -1.703 -2.013 -0.787
C -2.647 -1.204 -2.104 -0.939
C -3.092 -0.356 -0.895 -0.246
C -4.376 -0.879 -0.233 -0.979
C -5.078 0.174 0.642 -0.272
C -6.576 -0.069 0.655 -0.820
O -7.308 0.896 1.424 -0.364
C -7.173 2.193 1.026 0.679
C -7.853 2.527 -0.271 -0.891
O -6.599 2.997 1.709 -0.530
C 4.077 0.535 0.282 -0.064
O 4.431 0.549 1.665 -0.494
C 5.321 -0.476 2.093 -0.756
C 5.324 0.434 -0.607 -0.954
I 4.811 0.416 -2.703 0.069
C 6.294 1.575 -0.282 -0.272
C 6.105 2.901 -1.000 -1.424
I 8.321 0.891 -0.510 0.082
H 1.937 -3.630 3.157 0.236
H 1.720 -2.064 3.945 0.326
H 0.649 -2.553 2.605 0.278
H 1.550 0.242 2.855 0.277
H 3.452 -1.431 -0.387 0.399
H 1.351 0.607 -0.431 0.269
H 1.190 -2.004 -1.079 0.319
H 1.788 -1.266 -2.556 0.172
H -0.484 0.182 -1.281 0.347
H -0.133 -0.078 -2.971 0.257
H -0.998 -2.379 -2.848 0.354
H -1.096 -2.275 -1.083 0.363
H -2.765 -0.623 -3.023 0.334
H -3.300 -2.079 -2.168 0.487
H -3.281 0.670 -1.223 0.364
H -2.295 -0.294 -0.149 0.229
H -5.047 -1.224 -1.026 0.501
H -4.108 -1.733 0.394 0.246
H -4.839 1.175 0.279 0.402
H -4.719 0.081 1.669 0.217
H -6.978 -0.127 -0.363 0.387
H -6.787 -1.025 1.136 0.308
H -8.919 2.311 -0.208 0.300
H -7.427 1.938 -1.085 0.273
H -7.705 3.584 -0.480 0.325
H 3.617 1.507 0.077 0.175
H 6.364 -0.162 1.993 0.260
H 5.119 -0.658 3.148 0.295
H 5.161 -1.413 1.555 0.338
H 5.814 -0.530 -0.504 0.745
H 6.203 1.769 0.786 0.459
H 6.577 2.921 -1.981 0.416
H 5.043 3.143 -1.089 0.364
H 6.570 3.691 -0.406 0.428
```

The charge is 0. The SMILES is COB(O)[C@@H](NCCCCCCCCOC(C)=O)[C@@H](OC)[C@@H](I)[C@H](C)I. Its gap between HOMO and LUMO is 8.586 eV.

***

(2)
Here is one molecule with the formula C9H12FN at a distorted geometry from OMol25. Energies are from ωB97M-V/def2-TZVPD.

The geometry in XYZ format:
```
23
Properties=species:S:1:pos:R:3:mulliken_charge:R:1
C -0.624 -0.835 1.414 -0.269
C -1.346 -0.001 0.489 -1.541
C -1.533 -1.151 2.313 0.614
C 0.832 -1.064 1.093 0.273
C 1.062 0.164 0.126 -0.440
C -0.404 0.580 -0.423 2.554
C 2.109 -0.109 -0.922 -1.560
C -0.536 2.102 -0.441 -1.498
C -0.701 0.005 -1.768 -1.990
N -2.366 -1.416 3.135 -0.528
F 0.809 -2.271 0.419 -0.311
H 1.529 -1.291 1.935 0.405
H 1.353 1.054 0.778 0.463
H 2.929 -0.566 -0.393 0.441
H 2.351 0.712 -1.527 0.408
H 1.660 -0.842 -1.641 0.280
H -1.160 2.316 -1.384 0.339
H 0.415 2.588 -0.439 0.380
H -1.133 2.461 0.385 0.362
H -0.310 -1.082 -1.781 0.313
H -0.120 0.589 -2.513 0.384
H -1.707 0.172 -1.982 0.620
H -3.108 -2.115 3.130 0.302
```

The charge is 0. Its energy above the lowest of the compared OMol25 structures with the same formula, charge and spin is 79.9 kcal per mole. Its gap between HOMO and LUMO is 8.234 eV.

***

(3)
Here is one molecule with the formula C4H3NO from OMol25. Energies are from ωB97M-V/def2-TZVPD.

The geometry in XYZ format:
```
9
Properties=species:S:1:pos:R:3:mulliken_charge:R:1
O 1.057 -1.960 -0.479 -0.439
C 0.142 0.188 0.728 -0.285
C -0.352 1.234 -0.144 -0.568
C -0.709 2.130 -0.865 0.361
C 0.321 -1.154 0.262 0.342
N -0.723 -1.089 0.948 -0.504
H 0.603 -2.815 -0.550 0.372
H 0.691 0.540 1.601 0.327
H -1.029 2.926 -1.501 0.393
```

The charge is 0. Its energy above the lowest of the compared OMol25 structures with the same formula, charge and spin is 57.7 kcal per mole. The SMILES is C#C[C@H]1N=C1O. Its gap between HOMO and LUMO is 10.216 eV.

***

(4)
Here is a 3-piece molecular cluster, C3H9NO2 overall at a distorted geometry from OMol25. Energies are from ωB97M-V/def2-TZVPD.

The geometry in XYZ format:
```
15
Properties=species:S:1:pos:R:3:mulliken_charge:R:1
C -1.924 -0.301 -0.599 -0.012
C -1.304 -0.158 -1.737 -0.587
C -0.336 -1.478 0.717 -0.291
N -1.265 -0.596 0.581 -0.477
H -2.979 -0.076 -0.382 0.343
H -0.187 -0.357 -1.876 0.165
H -1.577 0.193 -2.707 0.272
H 0.132 -1.563 1.706 0.292
H 0.010 -2.131 -0.090 0.303
H 0.621 2.248 0.531 0.370
H 0.256 1.177 1.422 0.324
O 1.096 1.715 1.284 -0.759
H 2.109 0.710 0.341 0.405
H 3.298 -0.171 -0.225 0.295
O 2.474 0.255 -0.418 -0.643
```

The charge is 0. Its energy above the lowest of the compared OMol25 structures with the same formula, charge and spin is 66.6 kcal per mole. The SMILES is C=CN=C.O.O. Its gap between HOMO and LUMO is 10.070 eV.

***

In order of appearance, highest occupied orbital energy = -8.22 -7.95 -9.73 -9.41 eV.
In order of appearance, E_LUMO = 0.37 0.28 0.48 0.66 eV.
In order of appearance, calculated total energy = -1719.406850 -504.582600 -284.081076 -324.866457 hartree.